Entry 1:
Entry from the Open Molecules 2025 dataset: a cluster of 2 separate species, C4H9N3O in total (wB97M-V/def2-TZVPD).

Summary:
**Frontier orbital gap**: 9.62 eV
**E_HOMO**: -8.784 eV
**E_tot**: -397.2639 Eh
**LUMO**: 0.838 eV
**SMILES**: C=CC(N)=O.C=NN
**ΔE to the lowest compared entry with this formula, charge and spin**: 54.4 kcal per mole

The geometry in ORCA input format:
```
! wB97M-V def2-TZVPD RIJCOSX def2/J DEFGRID3
* xyz 0 1
C 3.190 0.356 -0.204
C 2.177 -0.080 0.533
C 0.801 -0.395 -0.003
N 0.423 0.335 -1.078
O 0.256 -1.421 0.380
H 3.070 0.685 -1.225
H 4.215 0.253 0.115
H 2.376 -0.546 1.489
H 0.836 1.199 -1.377
H -0.497 0.145 -1.465
C -2.452 0.684 1.217
N -2.800 0.352 0.040
N -2.292 -0.743 -0.576
H -1.780 0.128 1.870
H -2.966 1.528 1.644
H -1.703 -1.377 -0.027
H -2.854 -1.104 -1.332
*
```

These are the Löwdin partial charges, in e, on atoms 1 to 6: number 1, C, carries 0.024; number 2, C, carries -0.083; number 3, C, carries -0.544; number 4, N, carries 0.167; number 5, O, carries 0.014; number 6, H, carries 0.056

Entry 2:
Entry from the Open Molecules 2025 dataset: the molecule C4H9N3O (wB97M-V/def2-TZVPD).

Summary:
**Frontier orbital gap**: 7.78 eV
**E_HOMO**: -7.074 eV
**E_tot**: -397.2020 Eh
**LUMO**: 0.705 eV
**SMILES**: C=C(O)CN=C(N)N
**ΔE to the lowest compared entry with this formula, charge and spin**: 93.3 kcal per mole

The geometry in ORCA input format:
```
! wB97M-V def2-TZVPD RIJCOSX def2/J DEFGRID3
* xyz 0 1
C 1.077 0.920 -0.242
C 1.272 -0.173 0.601
O 1.706 0.007 1.855
C 0.732 -1.490 0.185
N -0.650 -1.091 0.223
C -0.913 0.155 -0.307
N -1.577 1.037 0.543
N -1.408 0.175 -1.627
H 1.315 0.816 -1.292
H 1.181 1.907 0.183
H 1.700 -0.836 2.331
H 0.896 -2.280 0.927
H 1.120 -1.836 -0.789
H -2.446 1.407 0.190
H -1.614 0.681 1.487
H -1.459 1.093 -2.051
H -0.934 -0.492 -2.218
*
```

These are the Löwdin partial charges, in e, on atoms 1 to 6: number 1, C, carries -0.006; number 2, C, carries -0.357; number 3, O, carries 0.101; number 4, C, carries -0.229; number 5, N, carries -0.033; number 6, C, carries -0.577

Entry 3:
Entry from the Open Molecules 2025 dataset: a structure of composition C4H9N3O (wB97M-V/def2-TZVPD).

Summary:
**Frontier orbital gap**: 8.99 eV
**E_HOMO**: -8.244 eV
**E_tot**: -397.1477 Eh
**LUMO**: 0.743 eV
**ΔE to the lowest compared entry with this formula, charge and spin**: 127.3 kcal per mole

The geometry in ORCA input format:
```
! wB97M-V def2-TZVPD RIJCOSX def2/J DEFGRID3
* xyz 0 1
C 0.176 2.259 0.350
C 0.206 0.011 -0.319
C 1.051 -1.057 -0.180
C -1.315 -0.433 -0.269
H 0.706 1.872 1.280
H 0.790 3.252 0.171
H -0.893 2.648 0.486
H 0.691 -1.997 0.463
H 2.892 -1.831 -0.754
H 3.073 -0.049 -0.387
H -0.733 -1.886 0.754
H -2.593 -1.612 0.867
H -3.219 -0.001 -0.748
N 2.495 -1.030 -0.288
N -1.635 -1.819 0.047
N -2.206 0.461 -0.733
O 0.514 1.213 -0.739
*
```

These are the Löwdin partial charges, in e, on atoms 1 to 6: number 1, C, carries -0.023; number 2, C, carries -0.367; number 3, C, carries -0.129; number 4, C, carries -0.446; number 5, H, carries 0.094; number 6, H, carries 0.103

Entry 4:
Entry from the Open Molecules 2025 dataset: a structure of composition C4H9N3O (wB97M-V/def2-TZVPD).

Summary:
**Frontier orbital gap**: 8.88 eV
**E_HOMO**: -8.995 eV
**E_tot**: -397.1012 Eh
**LUMO**: -0.111 eV
**ΔE to the lowest compared entry with this formula, charge and spin**: 156.5 kcal per mole

The geometry in ORCA input format:
```
! wB97M-V def2-TZVPD RIJCOSX def2/J DEFGRID3
* xyz 0 1
C -2.533 0.289 -0.934
C -1.770 -0.660 1.124
C 0.853 0.343 0.065
C 1.626 -1.024 -0.206
H -1.914 0.617 -1.827
H -3.144 1.045 -0.614
H -3.217 -0.500 -1.314
H -3.142 -0.958 1.208
H -1.149 -1.500 1.632
H -1.870 0.398 1.828
H 2.654 1.702 0.586
H 0.871 2.332 0.598
H 1.167 -2.116 -0.696
N -1.431 -0.439 -0.232
N -0.420 0.623 0.143
N 1.582 1.549 0.151
O 2.822 -0.855 -0.266
*
```

These are the Löwdin partial charges, in e, on atoms 1 to 6: number 1, C, carries -0.116; number 2, C, carries -0.230; number 3, C, carries -0.358; number 4, C, carries -0.161; number 5, H, carries 0.097; number 6, H, carries 0.036

Entry 5:
Entry from the Open Molecules 2025 dataset: the molecule C4H9N3O (wB97M-V/def2-TZVPD).

Summary:
**Frontier orbital gap**: 9.37 eV
**E_HOMO**: -8.705 eV
**E_tot**: -397.1793 Eh
**LUMO**: 0.666 eV
**SMILES**: C/N=C/N(O)/C=N/C
**ΔE to the lowest compared entry with this formula, charge and spin**: 107.5 kcal per mole

The geometry in ORCA input format:
```
! wB97M-V def2-TZVPD RIJCOSX def2/J DEFGRID3
* xyz 0 1
C -2.935 -1.044 0.106
N -1.535 -0.558 -0.116
C -1.196 0.637 0.002
N 0.071 1.216 -0.164
O 0.150 2.563 0.260
C 1.288 0.455 -0.129
N 1.364 -0.808 -0.046
C 2.787 -1.133 0.129
H -3.628 -0.184 0.029
H -3.034 -1.637 -0.808
H -3.112 -1.496 1.125
H -1.853 1.427 -0.111
H 0.234 3.097 -0.545
H 2.037 1.227 -0.145
H 3.099 -0.825 1.129
H 3.507 -0.717 -0.641
H 2.757 -2.219 -0.075
*
```

These are the Löwdin partial charges, in e, on atoms 1 to 6: number 1, C, carries -0.108; number 2, N, carries -0.007; number 3, C, carries -0.210; number 4, N, carries -0.127; number 5, O, carries -0.006; number 6, C, carries -0.187

Entry 6:
Entry from the Open Molecules 2025 dataset: the molecule C4H9N3O (wB97M-V/def2-TZVPD).

Summary:
**Frontier orbital gap**: 9.55 eV
**E_HOMO**: -8.935 eV
**E_tot**: -397.3135 Eh
**LUMO**: 0.616 eV
**SMILES**: CNC(=NC=O)NC
**ΔE to the lowest compared entry with this formula, charge and spin**: 23.3 kcal per mole

The geometry in ORCA input format:
```
! wB97M-V def2-TZVPD RIJCOSX def2/J DEFGRID3
* xyz 0 1
C 0.734 -2.065 -0.393
N 0.363 -0.860 0.305
C -0.097 0.278 -0.216
N 0.174 1.501 0.238
C 0.632 1.753 1.481
O 0.575 0.982 2.445
N -0.866 0.196 -1.314
C -1.414 -0.975 -2.026
H 1.307 -1.887 -1.351
H 1.394 -2.649 0.331
H -0.146 -2.583 -0.634
H 0.733 -0.676 1.229
H 1.112 2.757 1.597
H -1.026 1.101 -1.633
H -0.666 -1.559 -2.567
H -2.042 -1.590 -1.415
H -2.092 -0.583 -2.794
*
```

These are the Löwdin partial charges, in e, on atoms 1 to 6: number 1, C, carries -0.082; number 2, N, carries 0.034; number 3, C, carries -0.426; number 4, N, carries 0.092; number 5, C, carries -0.394; number 6, O, carries -0.045

Entry 7:
Entry from the Open Molecules 2025 dataset: the molecule C4H9N3O2 (wB97M-V/def2-TZVPD).

Summary:
**Frontier orbital gap (spin up / spin down)**: 7.45 / 7.45 eV
**E_HOMO (spin up / spin down)**: -8.287 / -8.289 eV
**E_tot**: -472.4477 Eh
**LUMO (spin up / spin down)**: -0.838 / -0.838 eV
**ΔE to the lowest compared entry with this formula, charge and spin**: 91.6 kcal per mole

The geometry in ORCA input format:
```
! wB97M-V def2-TZVPD RIJCOSX def2/J DEFGRID3
* xyz 0 1
C -1.618 0.769 -0.464
C -0.911 -1.413 -1.296
N -0.553 -0.222 -0.541
C 0.245 -0.371 0.744
C 1.483 0.891 0.176
N 2.269 1.374 1.146
O 0.967 -1.564 0.652
N 1.202 1.013 -1.002
O -0.250 -0.042 1.825
H 1.119 -1.842 1.565
H 2.791 2.222 0.987
H 1.921 1.219 2.084
H -1.306 1.605 0.157
H -1.804 1.139 -1.473
H -2.536 0.344 -0.047
H -1.760 -1.943 -0.847
H -0.064 -2.088 -1.365
H -1.194 -1.095 -2.301
*
```

These are the Löwdin partial charges, in e, on atoms 1 to 6: number 1, C, carries -0.080; number 2, C, carries -0.068; number 3, N, carries -0.221; number 4, C, carries -0.644; number 5, C, carries -0.389; number 6, N, carries 0.139